DFT (ωB97M-V/def2-TZVPD) results for a structure of composition C21H19BrF4O5P2ReS.

The LUMO energy (spin up / spin down) comes out at -6.3 / -6.3 eV. The orbital gap (spin up / spin down) comes out at 8.138 / 7.619 eV. The total energy is -5319.930478 hartree.

Geometry as ORCA input:
```
! RIJCOSX wB97M-V def2-TZVPD def2/J DEFGRID3
* xyz 2 4
Re -1.48878 -2.68924 0.65995
F -1.90220 6.99345 0.71354
C -1.32975 5.82181 0.58583
C -0.03815 5.62292 1.03273
F 0.64625 6.60625 1.58108
C 0.54128 4.37412 0.88126
F 1.81333 4.24473 1.26189
C -0.14073 3.29545 0.32082
P 0.78511 1.76301 0.18099
C 1.72906 1.42071 1.63026
C 2.85013 0.59238 1.51508
C 3.54329 0.22520 2.65409
C 3.11790 0.67330 3.89817
C 1.99719 1.48755 4.01511
C 1.29686 1.86429 2.88506
C 1.71503 1.70273 -1.31809
C 2.95587 2.34739 -1.32803
C 3.66574 2.42690 -2.51330
C 3.13865 1.87676 -3.67483
C 1.90114 1.24530 -3.66179
C 1.17737 1.15818 -2.48541
C -1.43021 3.53502 -0.18933
Br -2.43774 2.27862 -1.15803
C -2.01238 4.77702 -0.03429
F -3.22817 5.01740 -0.48931
H 3.18311 0.24651 0.54454
H 4.41812 -0.40474 2.57266
H 3.66668 0.38905 4.78616
H 1.67345 1.83208 4.98730
H 0.42274 2.49509 2.97921
H 3.36598 2.77876 -0.42276
H 4.62898 2.91748 -2.52958
H 3.69663 1.94337 -4.59912
H 1.49813 0.82442 -4.57252
H 0.20870 0.67700 -2.47683
O -1.67428 1.08772 1.87552
S -1.26103 -0.01915 1.11223
O -0.55874 -1.14447 1.78483
O -0.25851 0.50150 -0.01643
O -2.28037 -0.79340 0.32090
C -3.69482 -6.18335 0.45858
P -2.54880 -5.53088 -0.74259
C -1.54968 -6.85696 -1.38830
C -3.44569 -4.75204 -2.07221
O -1.60438 -4.48703 -0.05992
H -4.32389 -6.93895 -0.01509
H -4.33086 -5.38900 0.84998
H -3.14473 -6.64229 1.28033
H -2.20461 -7.59580 -1.85342
H -0.99084 -7.33425 -0.58348
H -0.85138 -6.47789 -2.13394
H -4.11126 -5.49202 -2.52101
H -2.75231 -4.39129 -2.83169
H -4.04242 -3.92076 -1.69677
*
```



DFT (ωB97M-V/def2-TZVPD) results for a structure of composition C21H19BrI2MnN2O2 at a distorted geometry.

The LUMO energy (spin up / spin down) comes out at 3.8 / 3.8 eV. The orbital gap (spin up / spin down) comes out at 4.794 / 3.796 eV. The total energy is -5392.022626 hartree.

Geometry as ORCA input:
```
! RIJCOSX wB97M-V def2-TZVPD def2/J DEFGRID3
* xyz -2 2
Mn -1.60271 -1.23433 -0.35787
C 0.41302 1.53880 -0.84306
N -0.91953 0.96192 -0.76125
C -1.89895 1.71664 -1.09741
C -3.22507 1.21947 -1.13377
C -4.44414 1.88299 -1.35357
C -5.42250 0.88947 -1.25090
C -4.72786 -0.31376 -0.98196
N -3.41124 -0.11520 -0.92270
C 0.92285 2.10137 0.47272
C 1.63282 3.29841 0.50260
C 2.12033 3.81605 1.69914
C 1.88964 3.13848 2.88844
C 1.17282 1.94589 2.86745
C 0.69637 1.42692 1.67218
H 0.45537 2.33648 -1.59561
H 1.09324 0.75535 -1.18224
H -1.72398 2.75844 -1.39572
H -4.58111 2.94209 -1.52947
H -6.49400 1.00711 -1.34488
H -5.13864 -1.30690 -0.85716
H 1.80341 3.83501 -0.42578
H 2.67017 4.75102 1.70132
H 2.25469 3.54269 3.82621
H 0.96879 1.41416 3.78996
H 0.13616 0.50145 1.66716
I -2.68622 -0.16412 2.80911
C -2.67769 -1.80711 1.30775
I -4.09006 -4.05173 -1.35225
H -3.74734 -1.99255 1.19848
H -2.23988 -2.62165 1.89210
Br 5.62047 -1.08393 -2.91605
C 4.56589 -1.49781 -1.37429
C 5.21482 -1.83663 -0.20541
C 4.44480 -2.12716 0.90899
C 3.05566 -2.07003 0.84025
C 2.42983 -1.73422 -0.34476
C 3.18404 -1.44673 -1.46559
C 0.91025 -1.64518 -0.41557
O 0.27500 -1.65737 0.66204
O 0.36869 -1.54177 -1.52834
H 6.29524 -1.86932 -0.16661
H 4.93496 -2.39142 1.83895
H 2.42862 -2.27013 1.70064
H 2.67450 -1.19477 -2.38623
C -2.13114 -3.04174 -1.42045
H -1.47126 -3.86985 -1.14033
H -1.99916 -2.89483 -2.49625
*
```



DFT (ωB97M-V/def2-TZVPD) results for a structure of composition C21H19Cl2FeN4O5P.

The LUMO energy (spin up / spin down) comes out at -0.9 / -1.3 eV. The orbital gap (spin up / spin down) comes out at 4.536 / 6.525 eV. The total energy is -3932.384177 hartree.

Geometry as ORCA input:
```
! RIJCOSX wB97M-V def2-TZVPD def2/J DEFGRID3
* xyz 0 5
Fe -1.01478 0.21429 0.09689
Cl -0.94701 -3.36375 -5.60342
C -1.01868 -2.92948 -3.93045
C -1.05857 -1.58644 -3.59748
C -1.10959 -1.22108 -2.25580
N -1.14363 0.06965 -1.73470
C -1.13802 1.26877 -2.47718
O -1.15010 1.31068 -3.70254
C -1.09176 2.40810 -1.59819
C -1.04736 3.72335 -2.07690
C -0.98848 4.77517 -1.20716
C -0.97364 4.49841 0.19995
C -1.02230 3.20923 0.61989
N -1.07978 2.14074 -0.22352
C -1.11628 -2.21289 -1.26193
C -1.08130 -3.55714 -1.60305
C -1.03201 -3.91119 -2.94075
Cl -0.98143 -5.59254 -3.35148
N -1.17048 -1.66152 0.02446
C -1.10412 -2.35696 1.18265
O -0.95929 -3.55584 1.34445
C -1.24680 -1.43321 2.36624
C -1.15367 -1.91237 3.65745
C -1.31327 -1.02681 4.70986
C -1.58709 0.30477 4.43172
C -1.66160 0.70511 3.11043
N -1.47763 -0.13969 2.09442
H -1.05084 -0.82460 -4.35986
H -1.05713 3.85678 -3.15045
H -0.94855 5.79354 -1.56696
H -0.93194 5.29600 0.92769
H -1.00023 2.98425 1.67764
H -1.08703 -4.31579 -0.83703
H -0.96400 -2.96726 3.79788
H -1.23749 -1.36767 5.73382
H -1.74798 1.02532 5.22049
H -1.90012 1.72611 2.85133
C 4.29901 1.05746 -1.13331
O 3.45185 0.62443 -0.06619
P 1.84885 0.51207 -0.35759
O 1.39532 0.20282 1.20225
C 1.68330 1.13189 2.24941
O 1.67714 -0.97695 -0.92973
C 2.24738 -2.14914 -0.32986
H 5.30919 1.10332 -0.73565
H 4.00417 2.04522 -1.49120
H 4.27158 0.35282 -1.96606
H 1.37674 0.66454 3.18301
H 1.13148 2.06377 2.10419
H 2.75045 1.34272 2.28112
H 2.43853 -2.85279 -1.13596
H 1.53441 -2.58600 0.36842
H 3.17457 -1.91017 0.18871
*
```



DFT (ωB97M-V/def2-TZVPD) results for a structure of composition C21H19ClN2OSiV.

The LUMO energy (spin up / spin down) comes out at -8.8 / -8.5 eV. The orbital gap (spin up / spin down) comes out at 5.904 / 6.315 eV. The total energy is -2689.514201 hartree.

Geometry as ORCA input:
```
! RIJCOSX wB97M-V def2-TZVPD def2/J DEFGRID3
* xyz 2 2
V 0.48157 0.27003 0.94467
Cl 5.84629 4.69797 -1.07045
C 4.76309 3.51801 -0.46403
C 5.25413 2.42206 0.24991
C 4.39719 1.45708 0.75340
C 3.04057 1.58428 0.53772
O 2.16593 0.66286 0.99343
C 2.52608 2.67508 -0.18411
C 1.12333 2.84249 -0.37514
N 0.18223 2.01727 -0.01147
C -1.19801 2.37120 -0.12346
C -1.73572 3.33486 -0.93164
C -3.11879 3.60928 -0.87641
C -3.94190 2.92496 -0.02688
C -3.41341 1.90168 0.79686
C -4.18519 1.12693 1.69031
C -3.59195 0.14329 2.44218
C -2.22325 -0.08281 2.30430
N -1.46290 0.63090 1.47971
C -2.04093 1.62565 0.72221
C 3.40677 3.64904 -0.67529
H 6.32009 2.33395 0.41156
H 4.77337 0.61054 1.31155
H 0.81750 3.78302 -0.82745
H -1.12558 3.89517 -1.62789
H -3.52276 4.37832 -1.51956
H -4.99954 3.14809 0.01850
H -5.24789 1.31837 1.77522
H -4.16139 -0.46092 3.13292
H -1.73646 -0.86493 2.87433
H 3.02769 4.50078 -1.22562
C 0.10488 -5.19984 0.81110
Si -0.01851 -4.30366 -0.80875
C 1.40705 -4.60996 -1.94876
C -1.68284 -4.44388 -1.61228
C 0.13189 -2.45312 -0.34551
C 0.22410 -1.25575 -0.06618
H 0.03716 -6.27362 0.62232
H -0.70476 -4.93031 1.49010
H 1.05930 -5.00846 1.30317
H 1.37583 -5.64972 -2.28292
H 2.36824 -4.44633 -1.46128
H 1.35037 -3.97558 -2.83441
H -1.82816 -5.47679 -1.93756
H -1.74763 -3.80623 -2.49515
H -2.49707 -4.19128 -0.93321
*
```



DFT (ωB97M-V/def2-TZVPD) results for a cluster of 3 separate species, C21H19F3O5 in total at a distorted geometry.

The LUMO energy comes out at -0.9 eV. Its SMILES is O=COCCCCC1=C(F)C(=O)OC1=O.Fc1ccccc1.Fc1ccccc1. The orbital gap comes out at 8.335 eV. The total energy is -1487.396665 hartree.

Geometry as ORCA input:
```
! RIJCOSX wB97M-V def2-TZVPD def2/J DEFGRID3
* xyz 0 1
O 4.89276 -6.98859 0.96063
C 5.00230 -5.82044 0.71185
O 5.24290 -5.36666 -0.51804
C 5.19011 -3.93321 -0.63363
C 3.73787 -3.42202 -0.58443
C 3.44899 -2.45791 0.57388
C 2.25658 -2.83248 1.47529
C 1.10770 -3.44069 0.76772
C 0.85425 -4.73851 0.69781
F 1.55139 -5.71009 1.22262
C -0.37288 -4.93531 -0.14779
O -0.72174 -5.94539 -0.69421
O -0.94515 -3.70635 -0.27505
C 0.05433 -2.75926 0.01156
O 0.02122 -1.62750 -0.37482
H 4.97546 -5.07130 1.51293
H 5.59289 -3.72864 -1.60961
H 5.78973 -3.48449 0.14458
H 3.11235 -4.30318 -0.57717
H 3.54026 -2.90850 -1.51330
H 4.33169 -2.38405 1.19144
H 3.26997 -1.47125 0.17945
H 2.58477 -3.45820 2.28885
H 1.91119 -1.91631 1.93678
F 1.98461 0.91573 -0.84919
C 1.14912 1.97079 -0.96837
C -0.15376 1.85025 -0.52797
C -1.00274 2.94047 -0.64619
C -0.54515 4.12484 -1.20673
C 0.76714 4.22166 -1.64670
C 1.62671 3.13928 -1.52527
H -0.49061 0.91577 -0.10064
H -2.02268 2.86734 -0.29928
H -1.21218 4.97125 -1.29820
H 1.12495 5.14260 -2.08617
H 2.65538 3.19660 -1.85539
F -3.22497 4.70751 1.06669
C -4.54610 4.69293 0.79401
C -5.26817 5.86168 0.92353
C -6.62507 5.84350 0.63793
C -7.23898 4.66530 0.23607
C -6.49348 3.50123 0.11574
C -5.13455 3.51070 0.39280
H -4.77105 6.76749 1.24356
H -7.20392 6.75208 0.72934
H -8.29783 4.65515 0.01698
H -6.97023 2.58157 -0.19387
H -4.53540 2.61465 0.29995
*
```



DFT (ωB97M-V/def2-TZVPD) results for a structure of composition C21H19F5MoN9O10STe at a distorted geometry.

The LUMO energy (spin up / spin down) comes out at -5.2 / -5.7 eV. The orbital gap (spin up / spin down) comes out at 5.030 / 5.466 eV. The total energy is -3290.058062 hartree.

Geometry as ORCA input:
```
! RIJCOSX wB97M-V def2-TZVPD def2/J DEFGRID3
* xyz 1 3
Mo 0.53071 -0.32595 0.28862
S 1.27081 1.19782 1.89803
C -0.25028 2.11304 2.19789
N -0.31680 2.98968 3.21246
N 0.79740 3.31373 3.80771
C 0.80385 3.88807 5.09919
C 1.98864 4.45081 5.55381
C 2.04003 4.97710 6.83291
C 0.91733 4.93046 7.64831
C -0.26009 4.36250 7.17992
C -0.32799 3.83899 5.89914
N -1.32283 1.90883 1.49513
N -1.28465 0.87939 0.60271
C -2.47286 0.41660 0.28693
C -3.71132 0.91925 0.98989
C -4.95648 0.15668 0.67062
C -4.99080 -0.79802 -0.25130
C -3.79370 -1.12712 -1.00761
C -2.60742 -0.54009 -0.77058
H 1.69536 3.08522 3.39017
H 2.85703 4.48322 4.90508
H 2.95674 5.42100 7.19627
H 0.96252 5.33014 8.65220
H -1.12857 4.31328 7.82267
H -1.22855 3.37365 5.52379
H -3.83914 1.97652 0.71769
H -5.82530 0.43108 1.25425
H -5.90436 -1.33886 -0.45496
H -3.87141 -1.88057 -1.78167
H -1.73553 -0.78753 -1.36242
C -1.29538 -3.71595 -1.49280
O 0.07374 -3.88419 -1.91407
C 0.85251 -2.82080 -1.86041
O 0.45629 -1.70372 -1.50592
N 2.08458 -3.11885 -2.29585
N 3.11633 -2.17986 -2.32219
H -1.75661 -4.68548 -1.63952
H -1.77848 -2.96806 -2.11655
H -1.33801 -3.42796 -0.44409
H 2.25885 -4.08507 -2.53555
H 3.48116 -2.11544 -3.26560
H 3.86084 -2.49612 -1.70862
O 6.97448 3.10795 -1.00143
N 5.95706 3.73214 -1.19892
O 5.86902 4.92293 -1.38478
C 4.69393 2.96435 -1.20601
C 4.70638 1.67628 -0.75409
C 3.49455 0.99774 -0.67312
C 2.27566 1.57151 -1.11159
O 1.17605 0.90115 -1.07234
C 2.33746 2.91034 -1.53547
C 3.52025 3.60162 -1.58497
N 1.10109 3.65627 -1.86259
O 1.23106 4.61358 -2.59084
O 0.07184 3.28022 -1.35137
N 3.54506 -0.31477 -0.04900
O 4.59631 -0.83514 0.16743
O 2.47416 -0.92877 0.27475
H 5.63152 1.21140 -0.44305
H 3.53161 4.63167 -1.91482
F 0.67950 -1.24729 3.66125
Te -1.19831 -1.21429 3.28174
F -1.48392 -1.34666 5.11378
F -0.90475 -3.04179 3.41315
F -3.55199 0.89590 2.37130
F -2.72018 -1.95297 2.32616
O -0.20185 -1.57333 1.19678
*
```



DFT (ωB97M-V/def2-TZVPD) results for a cluster of 2 separate species, C21H19F6 in total at a distorted geometry.

The LUMO energy comes out at -6.6 eV. The orbital gap comes out at 4.118 eV. The total energy is -1410.527369 hartree.

Geometry as ORCA input:
```
! RIJCOSX wB97M-V def2-TZVPD def2/J DEFGRID3
* xyz 1 1
C 3.48287 -1.75693 -3.70910
C 2.68429 -2.32161 -2.58839
C 1.38368 -2.01949 -2.39015
C 0.60639 -2.57044 -1.32833
C -0.70131 -2.27949 -1.14021
C -1.51404 -2.90351 -0.06445
H 4.50682 -2.13680 -3.65730
H 3.06018 -2.02836 -4.68641
H 3.51119 -0.65908 -3.66984
H 3.19432 -3.02065 -1.92533
H 0.87244 -1.32848 -3.07253
H 1.10952 -3.27590 -0.65613
H -1.21450 -1.59665 -1.81647
H -2.53586 -2.51039 -0.09163
H -1.55382 -3.99956 -0.16152
H -1.08943 -2.68573 0.92522
F 3.92673 3.30019 -2.18706
C 4.22655 2.74601 -0.97608
F 5.28087 1.89733 -1.17838
F 4.68606 3.76223 -0.17656
C 3.05554 2.04001 -0.35417
C 3.29425 1.02791 0.57322
C 2.22560 0.42469 1.20012
C 0.87890 0.81614 0.93462
C -0.13653 0.17979 1.68968
C -1.50851 0.51361 1.80198
C -2.13896 1.70237 1.32543
C -3.51364 1.84627 1.38906
C -4.29207 0.87200 2.00716
C -5.78109 1.05867 2.09221
F -6.43741 -0.10249 2.38341
F -6.11968 1.96062 3.06925
F -6.30697 1.53010 0.92084
C -3.70356 -0.24757 2.59060
C -2.33836 -0.41858 2.49352
C 0.67971 1.79448 -0.07906
C 1.75818 2.42168 -0.67783
H 4.31163 0.72331 0.80312
H 2.39951 -0.36086 1.93486
H 0.19975 -0.64541 2.32247
H -1.55543 2.52535 0.92182
H -3.98674 2.72572 0.95657
H -4.30829 -0.98013 3.11579
H -1.86936 -1.28465 2.96169
H -0.31940 2.05434 -0.41839
H 1.59002 3.20996 -1.40733
*
```



DFT (ωB97M-V/def2-TZVPD) results for a structure of composition C21H19F6N3O3S2Ti at a distorted geometry.

The LUMO energy (spin up / spin down) comes out at 2.7 / 2.0 eV. The orbital gap (spin up / spin down) comes out at 6.276 / 5.932 eV. The total energy is -3446.903202 hartree.

Geometry as ORCA input:
```
! RIJCOSX wB97M-V def2-TZVPD def2/J DEFGRID3
* xyz -1 2
Ti -0.41905 0.28594 -0.70292
O 4.88791 0.25240 0.45115
C 4.55130 -1.04596 0.51553
C 5.52193 -1.94861 0.94991
C 5.23824 -3.29862 1.02848
C 3.98022 -3.77967 0.67508
C 3.01293 -2.88654 0.25078
C 3.27456 -1.51994 0.16634
C 2.20849 -0.60918 -0.29083
O 1.03555 -1.09096 -0.58276
N 2.46917 0.65967 -0.43916
N 1.34516 1.23267 -1.00783
C 1.46829 2.16826 -1.93754
C 0.45959 2.11678 -2.92746
C 0.37998 3.00830 -4.01273
C -0.54623 2.79254 -4.99655
C -1.40664 1.69089 -4.89387
C -1.31573 0.89053 -3.78002
N -0.42027 1.07401 -2.79913
H 4.10119 0.74722 0.10179
H 6.49547 -1.55914 1.21872
H 6.00524 -3.98417 1.36845
H 3.75784 -4.83698 0.73567
H 2.02257 -3.22596 -0.02607
H 2.31892 2.83604 -2.00061
H 1.06178 3.84833 -4.04872
H -0.61529 3.46569 -5.84263
H -2.15018 1.47859 -5.64900
H -2.00572 0.07226 -3.63863
C -3.26407 3.12600 1.55748
C -2.72033 2.18251 0.51045
S -1.07924 2.51200 -0.03397
C -3.44026 1.14051 0.06709
C -4.83805 0.87442 0.58439
S -2.84987 0.00525 -1.14492
H -2.69965 4.05860 1.56011
H -3.18494 2.68936 2.55921
H -4.31588 3.36386 1.38132
H -5.55653 1.59827 0.18276
H -4.87829 0.93943 1.67461
H -5.16937 -0.12178 0.29494
C 0.54827 -1.57471 2.53303
C -0.85024 -1.19303 2.01591
O -0.79639 -0.18991 1.09325
C -1.67864 -0.66502 3.21365
F -0.98858 0.29170 3.86005
F -2.84883 -0.13887 2.86165
F -1.93188 -1.64229 4.11574
C -1.55517 -2.46676 1.45167
F -2.88768 -2.36868 1.41067
F -1.27545 -3.55862 2.20208
F -1.13258 -2.73845 0.21183
H 1.14960 -0.66887 2.52947
H 0.51147 -1.98224 3.54232
H 1.01536 -2.30706 1.87978
*
```